A 13-piece molecular cluster, C40H120Br3N10O10 overall. Source: OMol25; level of theory: wB97M-V/def2-TZVPD.

Properties
Molecular weight, g mol⁻¹: 1141.17
Total charge: +7
HOMO-LUMO gap, eV: 7.84
Strongest force on any atom, eV/A: 2.3

Geometry as XYZ:
```
183
Properties=species:S:1:pos:R:3:forces:R:3
C -7.531021 -11.365183 -15.698630 -0.5 -0.1 0.0
C -6.362330 -11.783231 -14.825497 1.0 1.1 -1.1
C -6.671858 -12.035182 -13.379568 0.1 0.2 1.7
O -7.107742 -13.365395 -13.183833 0.3 0.0 -0.4
C -8.039126 -13.564789 -12.132001 -0.5 0.1 0.0
N -5.600807 -12.927149 -15.479787 -0.4 -0.4 -0.1
H -4.811282 -13.303379 -14.923449 -0.2 -0.2 -0.1
H -6.250350 -13.680489 -15.727311 0.2 -0.1 0.3
H -5.197488 -12.615898 -16.368413 -0.1 0.1 0.1
H -8.179888 -12.209006 -15.948012 0.1 0.0 -0.1
H -7.224339 -10.830336 -16.597069 0.1 -0.3 -0.1
H -8.173701 -10.658327 -15.174036 0.1 0.0 0.2
H -5.585399 -11.019889 -14.936429 -0.4 0.4 0.7
H -7.388992 -11.293772 -12.999241 -0.4 -0.2 -0.6
H -5.835532 -11.801381 -12.687680 0.3 -0.5 -0.6
H -8.111628 -14.639169 -11.980282 0.0 0.1 0.1
H -9.033076 -13.202931 -12.409287 0.1 0.1 -0.1
H -7.753963 -13.073775 -11.195839 0.2 0.0 -0.1
C -1.509570 -14.271756 -6.686592 -0.3 -2.1 -0.1
C -0.320926 -14.717400 -5.854743 1.1 0.6 0.2
C 0.308260 -13.599229 -5.037727 0.1 0.8 -0.9
O 1.369595 -14.034977 -4.275525 -0.5 -1.1 1.3
C 2.660086 -13.707965 -4.710694 0.7 1.3 -0.7
N -0.667284 -15.834700 -4.885636 -1.9 -0.7 -1.2
H -1.282380 -15.572461 -4.107926 0.8 0.3 0.4
H -1.313428 -16.439506 -5.418866 0.5 -0.2 0.0
H 0.124315 -16.427303 -4.620815 0.1 0.4 0.4
H -1.233217 -13.709509 -7.573584 0.1 0.6 0.4
H -2.351728 -13.899526 -6.101381 0.2 0.5 -0.1
H -1.854828 -15.201267 -7.169621 -0.2 0.2 0.0
H 0.433319 -15.188282 -6.488597 -0.1 0.1 -0.2
H -0.513507 -13.134461 -4.470386 0.4 -0.1 0.6
H 0.669001 -12.798122 -5.703437 -0.3 -0.2 -0.3
H 2.816371 -13.981890 -5.761385 0.0 -0.2 0.0
H 3.455192 -14.139036 -4.111013 -0.4 -0.5 0.3
H 2.814555 -12.623543 -4.619662 -0.1 0.0 -0.1
C -10.506186 -14.055212 -4.201359 0.0 -0.2 -0.3
C -10.045575 -15.228953 -5.054254 -0.8 0.3 0.3
C -9.319949 -14.805767 -6.312762 -0.7 0.0 -1.1
O -8.913969 -15.977851 -7.000831 1.0 0.2 0.2
C -7.842868 -15.833764 -7.942858 -0.6 -0.8 0.1
N -9.209206 -16.189009 -4.254202 1.0 -0.3 0.2
H -8.361746 -15.730099 -3.905176 -0.2 0.1 0.1
H -9.681525 -16.594166 -3.437377 -0.2 0.2 -0.2
H -8.868268 -16.965188 -4.836095 -0.3 0.1 -0.1
H -9.675254 -13.502597 -3.762441 0.0 0.0 0.1
H -11.215145 -14.393391 -3.447980 0.1 0.1 0.2
H -11.058828 -13.384431 -4.859512 0.0 0.1 0.1
H -10.932801 -15.809113 -5.307371 0.1 -0.1 -0.3
H -8.532489 -14.052611 -6.175175 0.3 -0.4 0.4
H -10.054069 -14.300682 -6.952366 -0.1 0.1 0.3
H -8.192798 -15.505645 -8.927937 -0.1 0.4 0.2
H -7.489249 -16.855724 -8.088671 0.2 0.1 0.0
H -7.027384 -15.205220 -7.573006 -0.1 0.1 0.0
C -0.928488 -11.699657 -12.597438 -1.0 -0.2 -0.2
C -1.412128 -12.715021 -11.578815 1.0 -0.2 0.8
C -2.896362 -12.595962 -11.262229 0.2 -1.4 -0.5
O -3.340468 -13.649890 -10.410752 0.0 0.2 0.1
C -4.761893 -13.635400 -10.340343 -0.1 0.6 1.3
N -1.013419 -14.087076 -12.006089 -0.8 -0.3 -0.3
H -1.010194 -14.692155 -11.180255 -0.3 -0.8 0.3
H -1.647338 -14.470382 -12.740664 0.2 0.0 0.3
H -0.059388 -14.181567 -12.395431 0.2 0.4 -0.4
H -1.458763 -11.919964 -13.530506 0.3 0.1 -0.2
H 0.141471 -11.775069 -12.765396 0.0 0.1 0.0
H -1.241387 -10.696722 -12.306334 0.3 0.1 0.1
H -0.856423 -12.615015 -10.638127 -0.1 0.3 0.0
H -3.477005 -12.785702 -12.175603 0.1 0.9 -0.3
H -3.009277 -11.606821 -10.805914 -0.5 0.0 -0.2
H -5.074217 -12.661066 -9.933340 -0.2 0.1 -0.5
H -5.114536 -14.314259 -9.560237 0.4 -0.4 -0.2
H -5.285174 -13.878137 -11.270299 0.3 0.3 -0.1
C -2.269961 -12.947425 -17.932526 -0.1 0.4 -0.3
C -0.772852 -12.995045 -17.749342 0.5 -1.3 -1.5
C -0.151271 -11.775964 -17.141817 0.1 0.9 0.2
O 1.251265 -11.912665 -17.123234 -0.6 -0.6 0.7
C 1.845111 -11.199736 -16.054092 1.3 -0.1 -0.1
N -0.323248 -14.271601 -17.021402 -0.1 1.7 1.6
H -0.907725 -14.392467 -16.165761 0.2 -0.5 -0.6
H -0.329584 -15.086868 -17.627214 -0.1 -0.1 0.1
H 0.628982 -14.079917 -16.653487 -0.1 -0.3 -0.3
H -2.771801 -12.605045 -17.023425 0.0 -0.3 0.1
H -2.665330 -13.891610 -18.305274 -0.1 -0.1 0.3
H -2.503558 -12.222338 -18.715234 0.1 0.1 0.1
H -0.310068 -13.207297 -18.717274 -0.1 0.7 -0.2
H -0.610040 -11.578623 -16.154867 0.4 -0.3 0.2
H -0.393197 -10.863946 -17.704823 -0.3 -0.3 -0.3
H 1.508217 -11.549026 -15.076043 -0.6 0.2 0.0
H 1.802961 -10.120141 -16.220741 -0.4 0.0 0.2
H 2.905009 -11.464271 -16.039826 0.0 0.0 -0.4
C -1.012238 -18.036733 -13.207323 0.8 0.0 0.3
C 0.411019 -18.243007 -13.746227 -1.6 0.9 0.2
C 1.458026 -18.402556 -12.695665 0.3 -0.9 0.5
O 2.614696 -18.802163 -13.380449 0.1 -0.1 -0.5
C 3.785622 -18.863606 -12.595274 0.5 0.9 0.4
N 0.463855 -19.436352 -14.660600 1.0 -0.2 0.0
H -0.010356 -19.261156 -15.544410 0.0 -0.2 0.0
H 1.475418 -19.601585 -14.819665 -0.1 0.1 -0.2
H 0.142996 -20.317804 -14.245762 -0.4 0.3 0.1
H -1.366248 -18.868006 -12.593618 -0.1 -0.3 -0.4
H -1.643208 -17.754923 -14.046901 -0.4 -0.2 0.2
H -0.995796 -17.218753 -12.484514 0.1 0.2 -0.2
H 0.607472 -17.358289 -14.355736 0.5 -0.2 -0.2
H 1.155665 -19.201462 -11.999340 0.0 0.1 0.1
H 1.589181 -17.494229 -12.102897 -0.1 0.2 -0.2
H 4.575941 -19.377897 -13.130949 -0.3 -0.4 0.0
H 3.592240 -19.271915 -11.600560 0.0 -0.4 -0.2
H 4.175825 -17.849005 -12.447128 -0.1 0.1 0.0
C 0.780802 -1.644969 -11.815320 0.9 -0.6 0.6
C 0.276918 -1.799263 -10.381879 -0.5 0.4 -0.9
C -1.001523 -2.627535 -10.252534 -0.6 0.1 0.0
O -0.760253 -4.033187 -10.185698 0.8 0.0 0.1
C -1.937833 -4.795448 -10.331193 -1.2 -0.2 1.0
N 1.348141 -2.406595 -9.523550 0.3 -0.8 -0.5
H 1.031077 -2.689173 -8.594611 0.1 0.6 0.1
H 1.597588 -3.297334 -9.972224 0.1 0.2 0.0
H 2.200079 -1.836163 -9.494587 -0.2 0.1 0.3
H 1.223496 -2.588320 -12.155045 -0.2 0.0 -0.2
H 1.583732 -0.906292 -11.841485 -0.1 0.1 -0.2
H -0.022810 -1.346954 -12.479007 0.0 0.1 0.0
H 0.086554 -0.785438 -10.030105 -0.1 -0.2 0.4
H -1.621412 -2.449406 -11.134336 0.1 0.3 0.1
H -1.559154 -2.257072 -9.382880 0.0 -0.4 0.1
H -2.377606 -5.116306 -9.366053 0.3 0.6 0.2
H -1.826801 -5.772450 -10.804027 0.7 0.5 -0.7
H -2.726716 -4.194013 -10.786664 0.1 -0.3 -0.4
C -0.163658 -6.341470 -7.660007 0.4 0.2 0.9
C -1.227005 -7.253946 -7.033174 -0.1 1.0 -1.1
C -1.107756 -8.767699 -7.170186 1.4 -0.1 1.2
O -2.066974 -9.251497 -6.275294 -1.2 -0.3 0.1
C -2.367607 -10.633106 -6.027844 -0.4 0.3 -0.7
N -1.334542 -6.945308 -5.548591 -0.6 0.0 -0.6
H -0.506802 -7.310272 -5.070448 -0.3 0.1 0.3
H -1.470631 -5.952703 -5.331109 0.4 0.0 -0.2
H -2.197638 -7.418929 -5.249334 0.5 -0.3 0.4
H 0.720116 -6.297067 -7.014416 0.1 -0.1 -0.2
H -0.566324 -5.327070 -7.688794 0.0 0.0 0.0
H 0.171485 -6.556131 -8.671188 -0.3 -0.5 0.0
H -2.167460 -6.899924 -7.460663 -0.3 -0.4 0.2
H -0.131016 -9.068680 -6.749739 0.2 0.1 -0.4
H -1.111588 -9.097994 -8.212873 -0.6 0.0 0.0
H -1.489802 -11.274556 -5.935698 0.1 0.3 0.2
H -3.023553 -11.055810 -6.800515 0.3 0.2 -0.2
H -2.982084 -10.612780 -5.132982 0.3 -0.1 0.3
C 3.599645 -15.674881 -10.209623 0.0 -0.5 0.8
C 2.971611 -14.329130 -10.473575 0.0 -1.2 -1.0
C 2.573224 -13.600335 -9.233684 -0.1 -0.1 1.4
O 2.102855 -12.291340 -9.473155 0.1 0.1 -0.5
C 2.793728 -11.222834 -8.837770 0.1 0.5 -0.7
N 3.925352 -13.492407 -11.287286 -0.5 1.3 0.2
H 3.493131 -12.571567 -11.435288 -0.2 -0.2 -0.2
H 4.768353 -13.258062 -10.751597 0.2 -0.6 -0.3
H 4.128268 -13.863723 -12.223375 0.0 -0.3 0.2
H 4.072907 -16.120980 -11.080336 0.2 0.3 -0.1
H 2.822513 -16.397374 -9.949187 -0.1 0.2 0.2
H 4.299735 -15.626546 -9.372862 0.2 -0.1 -0.1
H 2.116431 -14.576978 -11.105160 0.0 0.7 -0.2
H 3.374988 -13.636198 -8.480337 0.3 0.4 -0.3
H 1.777123 -14.164251 -8.733976 -0.1 -0.2 -0.4
H 2.143943 -10.353945 -8.969131 -0.2 -0.1 0.7
H 3.691841 -10.879043 -9.374623 0.2 -0.6 0.1
H 3.053701 -11.469738 -7.809752 -0.2 0.2 0.1
C -7.479485 -18.539069 -12.428645 0.3 1.3 0.1
C -6.878492 -17.150333 -12.768486 -0.1 -1.9 -0.1
C -6.062178 -16.534794 -11.657556 0.0 0.2 0.0
O -5.203676 -17.507725 -11.130358 -0.3 0.1 -0.3
C -3.959602 -17.029540 -10.651435 0.5 -0.6 0.7
N -5.976641 -17.333801 -13.983914 -0.8 1.9 -0.9
H -6.543044 -17.496786 -14.825717 0.1 -1.0 0.3
H -5.576768 -16.418577 -14.248500 0.7 -0.3 0.5
H -5.223055 -18.010149 -13.864083 -0.1 -0.1 0.0
H -6.720302 -19.307686 -12.326788 -0.1 -0.1 0.0
H -8.216908 -18.755352 -13.196766 -0.1 -0.4 0.1
H -7.970008 -18.366886 -11.471219 -0.2 -0.5 0.0
H -7.760478 -16.595029 -13.081736 0.5 0.7 -0.1
H -6.770925 -16.175210 -10.897493 0.1 0.1 0.0
H -5.489138 -15.672031 -12.034545 -0.1 -0.1 0.0
H -3.516573 -17.880968 -10.136861 0.2 0.0 -0.2
H -4.004257 -16.250298 -9.882915 -0.4 0.1 -0.3
H -3.302586 -16.719160 -11.462567 0.0 0.2 -0.1
Br -2.893516 -15.188634 -14.797384 -0.5 0.4 0.2
Br 1.615704 -14.655757 -14.079632 -0.2 0.2 0.4
Br -0.419662 -16.666307 -9.567348 0.0 0.7 -0.1
```
Positions in Å, forces in eV/Å.

Mulliken atomic charge list, values in e, 6 entries:
1. C -1.4477
2. C 0.0252
3. C -0.5086
4. O -0.2043
5. C -0.7853
6. N 0.0231